DFT (ωB97M-V with the def2-TZVPD basis set) results for a molecular structure, H4O2Rb.

Output
Energy in Ha: -176.77877
Lowest unoccupied orbital energy in eV: -3.79
Charge: +1
Orbital gap in eV: 12.189

The geometry in XYZ format:
```
7
Properties=species:S:1:pos:R:3:forces:R:3
Rb -1.010 1.499 0.363 0.1 0.1 -0.2
O 0.664 0.756 -1.905 0.2 0.0 0.2
O -0.449 -0.883 1.761 -0.3 0.1 0.0
H -0.246 -1.293 2.613 0.0 0.1 -0.2
H -1.299 -1.258 1.498 0.2 -0.3 0.2
H 0.805 0.532 -2.834 -0.1 0.1 0.1
H 1.534 0.646 -1.497 -0.1 0.0 -0.2
```
Positions in Å, forces in eV/Å.

=====

DFT (ωB97M-V with the def2-TZVPD basis set) results for 2 unconnected molecules or ions with the total composition H4O5PS.

Output
Energy in Ha: -1118.24560
Lowest unoccupied orbital energy in eV: 3.76
Charge: -1
Orbital gap in eV: 8.507

The geometry in XYZ format:
```
11
Properties=species:S:1:pos:R:3:forces:R:3
S 0.095 -1.267 -0.360 -1.5 -0.2 0.5
P -1.591 1.115 -0.534 -0.7 0.5 1.4
O 1.255 -1.603 0.467 -0.4 0.7 -0.1
O -1.226 -1.637 0.282 2.0 -0.2 -0.5
O -2.328 0.604 0.866 0.9 -0.5 0.0
O 3.033 0.766 -0.159 -1.0 -0.4 0.3
O -0.089 0.639 -0.221 0.8 -1.1 -0.5
H -2.115 -0.007 -1.180 0.2 -0.4 -1.2
H -1.869 -0.322 0.927 -1.3 1.3 0.2
H 2.528 1.587 -0.147 0.1 0.0 -0.1
H 2.307 0.124 0.058 1.0 0.3 -0.2
```
Positions in Å, forces in eV/Å.

=====

DFT (ωB97M-V with the def2-TZVPD basis set) results for H4OP2S in the gas phase.

Output
Energy in Ha: -1158.48889
SMILES string: PO[PH2]=S
Lowest unoccupied orbital energy in eV: -0.54
Orbital gap in eV: 8.334

The geometry in XYZ format:
```
8
Properties=species:S:1:pos:R:3:forces:R:3
S -0.907 -3.449 -1.165 0.6 1.3 -0.3
P 0.579 1.415 -0.988 -2.0 -2.2 -1.2
P 0.089 -1.850 -0.605 -3.3 1.0 -0.4
O -0.102 -0.322 -1.199 0.7 0.7 0.0
H 0.464 1.820 -2.408 -0.5 -0.4 1.1
H 1.851 1.130 -1.364 1.5 -0.5 0.1
H -0.092 -1.708 0.728 -0.8 0.5 1.3
H 1.356 -1.976 -0.427 3.7 -0.5 -0.6
```
Positions in Å, forces in eV/Å.

=====

DFT (ωB97M-V with the def2-TZVPD basis set) results for a molecular structure, H4OP2S.

Output
Energy in Ha: -1158.48402
Lowest unoccupied orbital energy in eV: -0.80
Orbital gap in eV: 8.093

The geometry in XYZ format:
```
8
Properties=species:S:1:pos:R:3:forces:R:3
S -1.877 1.158 1.198 2.0 -1.0 0.2
P -0.410 -0.014 0.449 -3.9 -1.7 -1.1
P 1.573 0.872 -0.098 -0.2 -1.3 0.3
O -0.991 -0.299 -1.086 3.5 -1.3 0.7
H -0.495 -1.766 0.920 0.7 3.4 -0.6
H -1.824 0.021 -1.340 -1.9 1.0 0.2
H 1.859 -0.180 -1.092 -0.2 0.6 1.0
H 2.164 0.208 1.050 0.0 0.3 -0.7
```
Positions in Å, forces in eV/Å.

=====

DFT (ωB97M-V with the def2-TZVPD basis set) results for a molecular structure, H4OS2.

Output
Energy in Ha: -873.95887
Lowest unoccupied orbital energy in eV: 0.09
Orbital gap in eV: 9.952

The geometry in XYZ format:
```
7
Properties=species:S:1:pos:R:3:forces:R:3
S -0.912 -0.493 0.136 -1.2 -2.3 -0.8
S 1.101 -0.865 -0.160 -0.1 -0.8 0.5
O 0.128 1.863 0.021 0.1 0.6 -0.4
H 0.053 1.011 0.509 0.7 2.3 -0.4
H 1.192 -1.625 0.951 0.3 0.0 -0.3
H -0.173 1.652 -0.892 0.3 0.2 1.1
H -1.389 -1.544 -0.564 0.0 0.0 0.3
```
Positions in Å, forces in eV/Å.

=====

DFT (ωB97M-V with the def2-TZVPD basis set) results for 2 unconnected molecules or ions with the total composition H4OS2.

Output
Energy in Ha: -873.98213
SMILES string: SS.O
Lowest unoccupied orbital energy in eV: -0.12
Orbital gap in eV: 8.636

The geometry in XYZ format:
```
7
Properties=species:S:1:pos:R:3:forces:R:3
S -0.698 -1.998 -1.784 1.1 -0.4 -0.1
S 1.427 -2.359 -1.452 -1.6 0.6 0.4
O -1.178 7.332 5.562 -0.4 0.5 0.6
H -1.349 7.147 4.648 0.1 -0.3 -0.8
H -1.916 7.922 5.777 0.3 -0.1 0.2
H -0.611 -2.360 -3.066 -0.2 0.0 -0.2
H 1.200 -1.643 -0.327 0.7 -0.2 -0.1
```
Positions in Å, forces in eV/Å.

=====

DFT (ωB97M-V with the def2-TZVPD basis set) results for 2 unconnected molecules or ions with the total composition H4OS2.

Output
Energy in Ha: -873.98909
SMILES string: SS.O
Lowest unoccupied orbital energy in eV: 0.35
Orbital gap in eV: 9.124

The geometry in XYZ format:
```
7
Properties=species:S:1:pos:R:3:forces:R:3
S 0.270 -2.469 -4.253 0.2 0.8 0.3
S -0.703 -4.010 -3.299 -0.2 -0.2 0.3
O 0.237 4.294 5.594 0.0 0.4 -0.2
H 0.326 5.036 4.979 -0.1 -0.2 0.2
H -1.794 -3.265 -3.063 -0.1 -0.2 -0.1
H 0.793 3.607 5.220 0.1 -0.1 0.0
H 0.872 -3.194 -5.177 0.0 -0.4 -0.5
```
Positions in Å, forces in eV/Å.

=====

> lowest unoccupied orbital energy of number 1 (H4O2Rb)?

-3.79 eV